# 1
Density functional theory data (ωB97M-V with the def2-TZVPD basis set) for the molecule C10H16N4O3.

Structure (XYZ):
```
33
Properties=species:S:1:pos:R:3:lowdin_charge:R:1
O -0.689 6.432 0.013 0.105
C -1.728 5.967 -0.363 -0.340
O -2.539 5.204 0.410 -0.052
C -2.041 3.881 0.661 -0.191
C -2.169 2.974 -0.560 -0.181
C -2.335 1.497 -0.195 -0.189
C -1.267 0.955 0.780 -0.127
C -0.450 -0.171 0.219 -0.325
N 0.879 -0.109 0.342 0.108
N 1.585 -1.118 -0.113 0.108
C 0.934 -2.142 -0.668 -0.322
C 1.733 -3.298 -1.204 -0.135
C 2.949 -3.670 -0.354 -0.198
C 2.586 -4.611 0.786 -0.277
O 3.713 -4.968 1.572 -0.066
N -0.396 -2.190 -0.816 0.108
N -1.101 -1.184 -0.365 0.107
H -2.099 6.123 -1.384 0.145
H -2.609 3.476 1.499 0.133
H -1.000 3.961 0.984 0.121
H -3.066 3.287 -1.102 0.121
H -1.324 3.126 -1.237 0.121
H -2.336 0.905 -1.111 0.102
H -3.331 1.374 0.234 0.114
H -1.760 0.565 1.674 0.123
H -0.583 1.734 1.111 0.104
H 2.074 -3.009 -2.201 0.122
H 1.063 -4.152 -1.298 0.115
H 3.672 -4.191 -0.987 0.118
H 3.457 -2.786 0.035 0.103
H 1.817 -4.155 1.423 0.120
H 2.198 -5.544 0.376 0.122
H 4.166 -4.162 1.839 0.083
```

Results
SMILES: O=COCCCCc1nnc(CCCO)nn1
Charge: 0
Total energy (eV): -22729.7107

# 2
Density functional theory data (ωB97M-V with the def2-TZVPD basis set) for a structure of composition C28H29GeN7OPtS.

Structure (XYZ):
```
68
Properties=species:S:1:pos:R:3:lowdin_charge:R:1
Pt 0.018 -0.695 0.069 0.863
N 2.342 2.893 1.011 0.098
C 1.986 1.639 0.680 -0.816
S 0.823 0.833 1.729 0.621
N 2.561 1.062 -0.343 0.015
N 2.044 -0.186 -0.472 -0.199
C 2.771 -1.165 -0.854 -0.045
C 2.144 -2.482 -0.804 -0.226
C 2.846 -3.619 -1.171 0.005
C 2.245 -4.860 -1.053 -0.017
C 0.956 -4.922 -0.556 -0.006
C 0.306 -3.751 -0.213 -0.112
N 0.869 -2.542 -0.335 -0.044
H 2.022 3.296 1.873 0.089
H 3.141 3.297 0.551 0.112
H 3.814 -1.035 -1.120 0.141
H 3.856 -3.515 -1.540 0.125
H 2.777 -5.758 -1.335 0.123
H 0.435 -5.860 -0.438 0.124
H -0.700 -3.794 0.167 0.078
C -4.088 4.325 -0.138 -0.015
N -3.086 3.291 -0.262 -0.084
C -2.382 2.952 -1.486 -0.014
C -1.580 1.742 -1.027 -0.512
O -0.770 1.119 -1.697 -0.008
N -1.901 1.442 0.253 0.080
C -2.781 2.357 0.654 -0.415
N -3.319 2.329 1.874 0.228
H -3.899 5.086 -0.891 0.099
H -4.017 4.811 0.836 0.091
H -5.099 3.936 -0.279 0.100
H -1.736 3.758 -1.833 0.145
H -3.066 2.669 -2.290 0.146
H -2.969 1.651 2.529 0.126
H -3.952 3.038 2.198 0.110
C -3.949 -0.698 -0.144 -0.218
Ge -2.262 -1.654 0.127 0.859
C -2.406 -2.483 1.916 -0.331
C -1.302 -2.780 2.713 -0.137
C -1.453 -3.324 3.979 -0.078
C -2.720 -3.570 4.485 -0.078
C -3.834 -3.254 3.721 -0.077
C -3.675 -2.714 2.454 -0.134
C -2.182 -2.778 -1.508 -0.288
C -1.508 -2.258 -2.584 -0.132
C -1.492 -2.901 -3.841 -0.065
C -2.170 -4.070 -4.015 -0.026
C -2.890 -4.648 -2.941 -0.164
C -3.600 -5.861 -3.113 -0.030
C -4.283 -6.427 -2.076 -0.072
C -4.276 -5.804 -0.811 -0.067
C -3.603 -4.632 -0.621 -0.038
C -2.897 -4.005 -1.678 -0.178
H -4.715 -1.464 -0.285 0.031
H -3.913 -0.102 -1.053 0.023
H -4.225 -0.073 0.703 0.011
H -0.300 -2.558 2.360 0.070
H -0.579 -3.545 4.578 0.107
H -2.840 -3.998 5.471 0.107
H -4.828 -3.427 4.112 0.107
H -4.561 -2.474 1.879 0.094
H -0.981 -1.310 -2.496 0.069
H -0.947 -2.454 -4.661 0.107
H -2.173 -4.571 -4.975 0.116
H -3.589 -6.334 -4.087 0.115
H -4.825 -7.353 -2.218 0.107
H -4.805 -6.262 0.014 0.107
H -3.596 -4.182 0.362 0.077
```

Results
Charge: +1
Total energy (eV): -112577.6490
Spin multiplicity: 2

# 3
Density functional theory data (ωB97M-V with the def2-TZVPD basis set) for a structure of composition C42H39BiClIN7O4.

Structure (XYZ):
```
95
Properties=species:S:1:pos:R:3:lowdin_charge:R:1
Bi -0.630 0.240 -0.440 2.032
C 5.065 4.473 -2.378 -0.045
C 4.148 3.575 -1.586 -0.259
C 4.602 2.454 -0.935 0.012
C 3.748 1.628 -0.176 -0.140
C 4.292 0.501 0.483 -0.047
N 3.601 -0.274 1.268 0.081
C 4.120 -1.461 1.943 -0.151
C 2.976 -2.284 2.518 -0.141
C 2.066 -2.845 1.416 -0.144
N 1.233 -3.960 1.887 0.085
C 0.427 -3.987 2.923 -0.011
C -0.138 -2.910 3.637 -0.131
C -0.396 -3.136 5.013 0.005
C -0.864 -2.150 5.832 -0.266
C -1.073 -2.350 7.313 -0.046
C -1.190 -0.921 5.222 0.022
C -1.084 -0.659 3.873 -0.100
C -1.687 0.610 3.435 -0.106
N -1.898 1.056 2.264 0.017
C -2.668 2.297 2.199 -0.234
C -1.922 3.510 1.638 -0.153
C -1.703 3.526 0.115 -0.206
N -0.471 2.823 -0.242 -0.055
C 0.507 3.531 -0.641 -0.089
C 1.881 3.069 -0.787 -0.109
C 2.779 3.862 -1.472 0.034
C 2.340 1.906 -0.079 -0.304
O 1.564 1.169 0.610 -0.180
C -0.522 -1.667 2.996 -0.325
O -0.416 -1.530 1.753 -0.134
H 6.109 4.253 -2.160 0.077
H 4.884 5.523 -2.139 0.081
H 4.912 4.348 -3.452 0.085
H 5.654 2.186 -0.990 0.127
H 5.345 0.265 0.348 0.143
H 2.606 0.011 1.319 0.119
H 4.780 -1.153 2.756 0.130
H 4.710 -2.052 1.238 0.125
H 2.411 -1.660 3.213 0.121
H 3.397 -3.110 3.093 0.127
H 2.683 -3.241 0.609 0.133
H 1.430 -2.072 1.000 0.084
H 1.397 -4.845 1.433 0.156
H 0.187 -4.990 3.265 0.147
H -0.163 -4.115 5.426 0.126
H -0.538 -3.229 7.670 0.077
H -2.132 -2.480 7.550 0.085
H -0.716 -1.484 7.874 0.081
H -1.603 -0.142 5.858 0.125
H -2.069 1.197 4.284 0.117
H -3.055 2.560 3.191 0.107
H -3.533 2.115 1.558 0.098
H -0.954 3.617 2.135 0.119
H -2.523 4.384 1.895 0.114
H -1.649 4.568 -0.218 0.114
H -2.554 3.061 -0.387 0.099
H 0.341 4.594 -0.854 0.136
H 2.402 4.758 -1.960 0.131
Cl 0.906 -5.640 -4.590 0.700
C 0.993 -4.177 -3.657 -0.617
C 2.196 -3.555 -3.494 -0.180
C 2.285 -2.379 -2.738 -0.625
I 4.149 -1.446 -2.588 0.962
C 1.195 -1.782 -2.099 -0.448
O 1.298 -0.719 -1.359 -0.290
C -0.067 -2.453 -2.294 -0.140
N -1.162 -1.904 -1.695 0.021
C -2.340 -2.463 -1.861 -0.110
C -2.536 -3.612 -2.641 -0.031
C -1.459 -4.194 -3.242 -0.011
C -0.174 -3.633 -3.075 -0.166
H 3.081 -3.973 -3.955 0.094
H -3.179 -2.004 -1.356 0.093
H -3.532 -4.017 -2.761 0.112
H -1.570 -5.080 -3.853 0.094
O -0.665 0.956 -2.493 -0.279
C -1.499 1.606 -3.272 -0.340
C -0.940 2.259 -4.393 -0.007
C -1.711 2.950 -5.296 -0.073
C -3.096 3.040 -5.119 -0.093
C -3.663 2.422 -4.033 -0.047
C -2.901 1.696 -3.099 -0.093
C -3.582 1.039 -1.990 -0.272
N -3.028 0.486 -0.919 -0.058
C -4.048 -0.002 -0.119 -0.167
C -5.236 0.242 -0.719 -0.063
N -4.928 0.896 -1.894 0.126
H 0.134 2.184 -4.513 0.120
H -1.243 3.431 -6.146 0.108
H -3.708 3.589 -5.821 0.104
H -4.733 2.526 -3.890 0.102
H -3.837 -0.496 0.818 0.112
H -6.249 0.020 -0.430 0.119
H -5.593 1.219 -2.572 0.148
```

Results
Charge: +1
Total energy (eV): -89267.8743

# 4
Density functional theory data (ωB97M-V with the def2-TZVPD basis set) for a structure of composition C29H30N3.

Structure (XYZ):
```
62
Properties=species:S:1:pos:R:3:lowdin_charge:R:1
C -3.391 -3.329 2.995 -0.064
C -2.932 -2.126 3.544 -0.061
C -1.850 -1.478 2.955 -0.039
C -1.179 -2.028 1.847 -0.197
C 0.000 -1.333 1.287 -0.099
C -0.097 0.063 1.308 -0.014
C 0.753 1.050 0.620 -0.044
C 1.209 2.280 1.370 -0.213
C 2.539 2.777 1.235 -0.022
C 2.794 4.096 1.621 -0.065
C 1.797 4.863 2.256 -0.049
C 0.608 4.225 2.648 -0.067
C 0.380 2.895 2.331 -0.043
C 1.056 -2.144 0.675 -0.160
C 1.872 -1.687 -0.364 -0.062
C 2.887 -2.464 -0.923 -0.060
C 3.131 -3.749 -0.429 -0.055
C 2.337 -4.241 0.628 -0.048
C 1.321 -3.454 1.167 -0.018
C -1.677 -3.231 1.282 -0.046
C -2.780 -3.882 1.854 -0.055
H -4.257 -3.818 3.426 0.106
H -3.394 -1.659 4.415 0.112
H -1.461 -0.554 3.395 0.110
H -0.946 0.476 1.896 0.103
H 1.645 0.648 0.154 0.092
H 3.321 2.207 0.748 0.121
H 3.766 4.552 1.439 0.114
H 2.005 5.896 2.591 0.122
H -0.139 4.778 3.222 0.117
H -0.522 2.386 2.663 0.115
H 1.758 -0.686 -0.769 0.064
H 3.465 -2.057 -1.760 0.114
H 3.913 -4.375 -0.877 0.116
H 2.511 -5.251 1.013 0.117
H 0.757 -3.841 2.016 0.124
H -1.177 -3.683 0.412 0.121
H -3.154 -4.804 1.394 0.114
C -3.450 -1.507 -2.879 -0.113
C -2.251 -1.260 -2.172 -0.064
N -1.412 -0.632 -3.075 -0.106
C -0.033 -0.179 -2.795 -0.056
C 0.010 1.256 -2.300 -0.273
C 1.230 2.129 -2.407 -0.102
C 0.742 3.406 -1.649 -0.117
C -0.456 2.996 -0.794 -0.109
N -0.358 1.480 -0.853 0.045
C -2.072 -0.536 -4.285 -0.147
N -3.294 -1.051 -4.174 0.048
H -4.335 -1.971 -2.507 0.089
H -1.943 -1.589 -1.200 0.089
H 0.384 -0.852 -2.046 0.101
H 0.511 -0.227 -3.746 0.145
H -0.849 1.821 -2.756 0.169
H 2.089 1.624 -1.919 0.122
H 1.427 2.321 -3.481 0.137
H 1.509 3.740 -0.954 0.094
H 0.440 4.188 -2.344 0.125
H -0.533 3.457 0.194 0.113
H -1.416 3.148 -1.354 0.142
H -1.243 1.046 -0.644 0.141
H -1.564 -0.124 -5.147 0.125
```

Results
Charge: +1
Total energy (eV): -35021.8372

What are the max |F| values for these records? In order: 0.90, 0.52, 0.83, 3.17 eV Å⁻¹.